A cluster of 9 separate species, H18O9 in total, computed with ωB97M-V with the def2-TZVPD basis set.

As for the structure (SMILES): O.O.O.O.O.O.O.O.O. Its energy above the lowest of the compared OMol25 structures with the same formula, charge and spin is 73.9 kcal/mol. The value obtained for the max |F| is 0.321 eV/Å. Its total energy is -687.90810 Eh. Its gap between HOMO and LUMO is 11.445 eV. The calculation puts the HOMO energy at -11.347 eV.

Geometry as ORCA input:
```
! RIJCOSX wB97M-V def2-TZVPD def2/J DEFGRID3
* xyz 0 1
O 0.801 4.214 -0.541
H 0.220 4.926 -0.810
H 1.680 4.590 -0.592
O -2.134 2.353 -4.319
H -2.641 3.073 -3.943
H -1.320 2.345 -3.815
O -1.623 -3.447 -3.948
H -2.151 -4.035 -3.406
H -1.057 -2.992 -3.325
O 4.285 -2.730 3.908
H 3.585 -2.626 3.263
H 3.835 -3.006 4.707
O -0.527 -0.305 0.198
H -1.263 0.045 0.698
H 0.029 0.455 0.025
O 3.157 -1.282 -5.911
H 3.380 -2.196 -5.738
H 2.773 -0.969 -5.092
O 0.511 2.668 4.561
H -0.059 3.056 3.897
H 1.098 3.379 4.818
O -4.269 2.130 3.225
H -4.786 1.365 3.478
H -4.317 2.713 3.983
O 0.515 -4.745 1.314
H 0.167 -5.097 2.133
H 0.111 -3.882 1.233
*
```

These are the Löwdin partial charges, in e, on atoms 1 to 5: number 1, O, carries -0.06; number 2, H, carries 0.03; number 3, H, carries 0.03; number 4, O, carries -0.05; number 5, H, carries 0.03

***

A cluster of 9 separate species, H18O9 in total in a non-equilibrium geometry, computed with ωB97M-V with the def2-TZVPD basis set.

As for the structure (SMILES): O.O.O.O.O.O.O.O.O. Its energy above the lowest of the compared OMol25 structures with the same formula, charge and spin is 29.8 kcal/mol. The value obtained for the max |F| is 2.329 eV/Å. Its total energy is -687.97827 Eh. Its gap between HOMO and LUMO is 11.357 eV. The calculation puts the HOMO energy at -11.137 eV.

Geometry as ORCA input:
```
! RIJCOSX wB97M-V def2-TZVPD def2/J DEFGRID3
* xyz 0 1
O -2.047 0.130 -0.433
H -2.248 0.880 0.138
H -2.782 -0.537 -0.312
O 0.070 2.563 -1.804
H 0.974 2.814 -1.748
H 0.182 1.688 -2.229
O -0.397 -0.686 2.078
H 0.519 -0.299 2.071
H -0.820 -0.395 1.281
O -1.473 -3.305 0.946
H -1.551 -2.680 1.677
H -0.989 -3.992 1.493
O -1.499 2.827 0.679
H -1.010 2.795 -0.124
H -0.774 2.758 1.325
O 2.234 0.644 -0.742
H 1.404 0.176 -0.942
H 2.878 -0.022 -0.470
O 0.045 -0.396 -2.074
H 0.057 -1.344 -1.764
H -0.777 -0.131 -1.637
O 1.575 1.987 1.647
H 2.314 2.454 2.023
H 1.951 1.644 0.772
O 0.952 -2.924 -0.628
H 1.117 -3.740 -1.088
H 0.094 -2.906 -0.134
*
```

These are the Löwdin partial charges, in e, on atoms 1 to 5: number 1, O, carries -0.06; number 2, H, carries 0.03; number 3, H, carries 0.11; number 4, O, carries -0.03; number 5, H, carries 0.03

***

A cluster of 9 separate species, H18O9 in total in a non-equilibrium geometry, computed with ωB97M-V with the def2-TZVPD basis set.

As for the structure (SMILES): O.O.O.O.O.O.O.O.O. Its energy above the lowest of the compared OMol25 structures with the same formula, charge and spin is 82.2 kcal/mol. The value obtained for the max |F| is 1.373 eV/Å. Its total energy is -687.89484 Eh. Its gap between HOMO and LUMO is 10.785 eV. The calculation puts the HOMO energy at -10.984 eV.

Geometry as ORCA input:
```
! RIJCOSX wB97M-V def2-TZVPD def2/J DEFGRID3
* xyz 0 1
O 0.778 -0.424 0.224
H -0.132 -0.664 0.431
H 0.706 0.454 -0.168
O -2.381 -2.351 -2.510
H -1.472 -2.108 -2.720
H -2.375 -3.315 -2.529
O -0.084 4.656 0.976
H 0.312 3.782 1.066
H -0.733 4.547 0.272
O 0.596 -3.572 0.317
H 0.275 -2.738 0.680
H -0.176 -3.948 -0.122
O 2.012 3.617 -0.277
H 2.745 4.217 -0.102
H 1.344 4.176 -0.689
O 0.000 0.565 2.773
H -0.276 -0.219 2.285
H -0.416 0.462 3.637
O -3.715 0.523 0.441
H -2.775 0.732 0.409
H -3.743 -0.392 0.741
O 4.060 -3.535 -0.522
H 4.399 -4.390 -0.812
H 3.488 -3.751 0.223
O -0.744 0.895 -1.137
H -1.326 1.626 -0.903
H -0.367 1.157 -1.985
*
```

These are the Löwdin partial charges, in e, on atoms 1 to 5: number 1, O, carries -0.07; number 2, H, carries 0.00; number 3, H, carries 0.01; number 4, O, carries -0.06; number 5, H, carries 0.03

***

A cluster of 9 separate species, H18O9 in total in a non-equilibrium geometry, computed with ωB97M-V with the def2-TZVPD basis set.

As for the structure (SMILES): O.O.O.O.O.O.O.O.O. Its energy above the lowest of the compared OMol25 structures with the same formula, charge and spin is 128.5 kcal/mol. The value obtained for the max |F| is 13.762 eV/Å. Its total energy is -687.82104 Eh. Its gap between HOMO and LUMO is 9.406 eV. The calculation puts the HOMO energy at -10.221 eV.

Geometry as ORCA input:
```
! RIJCOSX wB97M-V def2-TZVPD def2/J DEFGRID3
* xyz 0 1
O -0.551 -1.462 2.138
H 0.079 -1.775 2.766
H -1.230 -1.742 2.644
O -0.773 0.630 -0.586
H -0.005 1.133 -0.170
H -0.697 -0.350 -0.393
O -0.069 1.230 2.367
H 0.958 1.338 2.407
H -0.271 0.286 2.135
O 0.205 0.956 -3.043
H 0.682 0.281 -3.623
H -0.007 0.664 -2.085
O -3.694 0.651 -0.299
H -2.816 0.571 -0.943
H -3.706 1.459 -0.165
O -1.994 -2.487 -1.647
H -1.341 -2.711 -2.253
H -1.354 -2.394 -0.968
O 2.147 1.099 -0.463
H 2.454 0.456 0.282
H 2.801 1.043 -1.198
O 2.533 2.400 1.794
H 2.196 2.159 0.902
H 3.369 2.100 1.701
O 0.006 -1.904 -0.535
H 0.210 -1.745 0.381
H 0.869 -1.885 -1.155
*
```

These are the Löwdin partial charges, in e, on atoms 1 to 5: number 1, O, carries 0.04; number 2, H, carries 0.08; number 3, H, carries 0.03; number 4, O, carries -0.11; number 5, H, carries 0.07

***

A cluster of 9 separate species, H18O9 in total in a non-equilibrium geometry, computed with ωB97M-V with the def2-TZVPD basis set.

As for the structure (SMILES): O.O.O.O.O.O.O.O.O. Its energy above the lowest of the compared OMol25 structures with the same formula, charge and spin is 101.3 kcal/mol. The value obtained for the max |F| is 4.012 eV/Å. Its total energy is -687.86437 Eh. Its gap between HOMO and LUMO is 10.414 eV. The calculation puts the HOMO energy at -10.343 eV.

Geometry as ORCA input:
```
! RIJCOSX wB97M-V def2-TZVPD def2/J DEFGRID3
* xyz 0 1
O -1.597 0.806 -0.359
H -0.704 0.622 -0.671
H -1.632 1.767 -0.303
O 1.492 1.704 1.267
H 1.157 2.347 1.902
H 2.104 2.210 0.721
O 1.890 -1.302 -1.271
H 1.726 -1.065 -2.191
H 1.214 -0.820 -0.781
O 3.754 0.517 -1.974
H 3.861 -0.306 -1.485
H 2.871 0.450 -2.356
O -0.796 -1.628 0.306
H -1.378 -2.154 -0.254
H -0.276 -2.284 0.784
O 1.887 -1.769 0.667
H 2.561 -2.153 1.238
H 1.911 -0.828 0.875
O -1.970 3.813 -0.444
H -2.707 3.259 -0.724
H -1.896 3.644 0.502
O -5.012 -1.778 -0.679
H -4.519 -1.290 -1.348
H -5.568 -2.378 -1.189
O 0.490 -0.465 2.566
H 0.206 -0.430 1.646
H -0.033 0.218 3.000
*
```

These are the Löwdin partial charges, in e, on atoms 1 to 5: number 1, O, carries -0.06; number 2, H, carries 0.02; number 3, H, carries -0.02; number 4, O, carries -0.05; number 5, H, carries 0.05

***

A cluster of 9 separate species, H18O9 in total in a non-equilibrium geometry, computed with ωB97M-V with the def2-TZVPD basis set.

As for the structure (SMILES): O.O.O.O.O.O.O.O.O. Its energy above the lowest of the compared OMol25 structures with the same formula, charge and spin is 50.8 kcal/mol. The value obtained for the max |F| is 1.028 eV/Å. Its total energy is -687.94486 Eh. Its gap between HOMO and LUMO is 9.861 eV. The calculation puts the HOMO energy at -10.445 eV.

Geometry as ORCA input:
```
! RIJCOSX wB97M-V def2-TZVPD def2/J DEFGRID3
* xyz 0 1
O -0.330 0.188 -2.717
H 0.328 0.409 -3.376
H -0.986 0.881 -2.790
O 2.164 2.590 -0.579
H 1.774 1.750 -0.336
H 1.803 2.780 -1.445
O -0.083 -1.765 -1.054
H -0.931 -2.208 -1.101
H -0.173 -1.012 -1.639
O 0.511 0.412 0.571
H 0.223 -0.324 0.030
H -0.229 1.018 0.565
O -1.811 1.960 0.554
H -2.257 2.158 1.377
H -1.860 2.774 0.052
O 2.875 0.669 2.276
H 2.112 0.569 1.707
H 2.524 1.035 3.088
O -0.792 -1.708 3.235
H -1.275 -2.330 2.691
H -0.460 -1.056 2.618
O -2.950 -0.093 -0.619
H -3.795 0.174 -0.255
H -2.314 0.485 -0.197
O 2.366 -3.090 -0.913
H 1.716 -2.393 -1.010
H 1.850 -3.875 -0.733
*
```

These are the Löwdin partial charges, in e, on atoms 1 to 5: number 1, O, carries -0.01; number 2, H, carries 0.08; number 3, H, carries 0.07; number 4, O, carries -0.05; number 5, H, carries -0.02

***

A cluster of 9 separate species, H18O9 in total in a non-equilibrium geometry, computed with ωB97M-V with the def2-TZVPD basis set.

As for the structure (SMILES): O.O.O.O.O.O.O.O.O. Its energy above the lowest of the compared OMol25 structures with the same formula, charge and spin is 44.1 kcal/mol. The value obtained for the max |F| is 5.172 eV/Å. Its total energy is -687.95559 Eh. Its gap between HOMO and LUMO is 11.446 eV. The calculation puts the HOMO energy at -11.123 eV.

Geometry as ORCA input:
```
! RIJCOSX wB97M-V def2-TZVPD def2/J DEFGRID3
* xyz 0 1
O 2.421 1.846 0.121
H 1.975 1.311 0.848
H 1.630 2.447 -0.139
O 0.397 0.479 1.750
H 0.539 -0.475 1.595
H 0.528 0.525 2.728
O -0.458 1.881 -0.978
H -0.132 1.108 -1.500
H -0.851 2.536 -1.522
O 3.300 -0.820 -0.596
H 3.232 0.140 -0.516
H 4.021 -0.988 -1.204
O 0.455 -0.460 -1.866
H -0.411 -0.975 -1.646
H 1.041 -0.650 -1.209
O 1.421 -1.899 1.151
H 2.326 -1.772 0.797
H 0.936 -2.537 0.464
O -1.351 -1.342 -0.427
H -1.510 -0.451 -0.329
H -2.300 -1.628 -0.471
O -2.222 1.129 0.828
H -1.743 0.899 1.655
H -1.568 1.433 0.246
O -4.086 -0.636 -0.357
H -3.387 0.040 0.074
H -4.204 -1.142 0.501
*
```

These are the Löwdin partial charges, in e, on atoms 1 to 5: number 1, O, carries -0.13; number 2, H, carries 0.03; number 3, H, carries 0.08; number 4, O, carries -0.08; number 5, H, carries 0.00

***

A cluster of 9 separate species, H18O9 in total in a non-equilibrium geometry, computed with ωB97M-V with the def2-TZVPD basis set.

As for the structure (SMILES): O.O.O.O.O.O.O.O.O. Its energy above the lowest of the compared OMol25 structures with the same formula, charge and spin is 134.0 kcal/mol. The value obtained for the max |F| is 12.866 eV/Å. Its total energy is -687.81223 Eh. Its gap between HOMO and LUMO is 10.235 eV. The calculation puts the HOMO energy at -10.664 eV.

Geometry as ORCA input:
```
! RIJCOSX wB97M-V def2-TZVPD def2/J DEFGRID3
* xyz 0 1
O 7.796 -20.289 26.021
H 8.456 -19.719 26.614
H 7.180 -20.678 26.806
O 7.324 -17.084 26.631
H 7.969 -17.468 27.430
H 6.796 -17.827 26.425
O 6.428 -14.550 27.372
H 6.771 -15.403 27.076
H 6.108 -14.428 26.384
O 5.881 -15.856 23.159
H 5.245 -15.323 22.658
H 6.057 -15.856 24.237
O 5.971 -18.260 29.418
H 5.799 -18.757 28.577
H 5.590 -17.322 29.610
O 9.134 -15.216 25.994
H 9.646 -15.771 25.384
H 8.601 -15.964 26.417
O 5.051 -18.876 26.621
H 4.733 -19.372 26.057
H 4.564 -18.118 26.572
O 9.032 -18.458 28.038
H 9.993 -18.457 27.970
H 9.128 -18.774 29.005
O 6.753 -20.297 23.734
H 5.858 -20.016 23.535
H 6.896 -19.907 24.641
*
```

These are the Löwdin partial charges, in e, on atoms 1 to 5: number 1, O, carries -0.15; number 2, H, carries 0.08; number 3, H, carries 0.14; number 4, O, carries -0.14; number 5, H, carries 0.10

***

A cluster of 9 separate species, H18O9 in total, computed with ωB97M-V with the def2-TZVPD basis set.

As for the structure (SMILES): O.O.O.O.O.O.O.O.O. Its energy above the lowest of the compared OMol25 structures with the same formula, charge and spin is 62.3 kcal/mol. The value obtained for the max |F| is 0.766 eV/Å. Its total energy is -687.92653 Eh. Its gap between HOMO and LUMO is 10.280 eV. The calculation puts the HOMO energy at -10.455 eV.

Geometry as ORCA input:
```
! RIJCOSX wB97M-V def2-TZVPD def2/J DEFGRID3
* xyz 0 1
O -1.924 -0.303 1.652
H -2.068 -1.005 1.018
H -2.784 -0.156 2.046
O 0.302 -0.071 -0.330
H -0.111 -0.404 0.466
H 0.348 0.876 -0.199
O 0.830 2.838 0.341
H 0.831 2.711 1.290
H 1.621 3.349 0.167
O -2.984 0.521 -1.090
H -2.927 0.093 -0.235
H -2.712 1.423 -0.925
O 3.282 0.172 -1.055
H 3.512 0.964 -1.541
H 2.365 0.298 -0.812
O 2.131 -2.171 1.724
H 1.174 -2.177 1.749
H 2.362 -2.934 1.193
O -1.773 3.257 -0.642
H -1.907 3.644 0.224
H -0.835 3.357 -0.806
O 1.279 -1.149 -2.982
H 0.830 -1.966 -3.199
H 1.349 -1.160 -2.028
O -0.508 -3.083 1.525
H -1.303 -2.897 1.025
H -0.377 -4.026 1.425
*
```

These are the Löwdin partial charges, in e, on atoms 1 to 5: number 1, O, carries -0.03; number 2, H, carries 0.02; number 3, H, carries 0.06; number 4, O, carries -0.03; number 5, H, carries 0.01